[1]
Molecular formula: C32H37Br2ClF13N2O15P3
Method: DFT, ωB97M-V/def2-TZVPD

```
105
C32H37Br2ClF13N2O15P3 (ωB97M-V/def2-TZVPD)
C 0.19 -4.99 -8.45
C 0.46 -5.32 -7.20
C 0.65 -5.82 -5.67
C 0.94 -4.53 -4.69
N -0.18 -4.06 -3.93
C 0.29 -2.96 -3.10
C -0.82 -2.32 -2.12
C -2.32 -2.98 -2.12
P -3.37 -2.40 -3.61
O -3.32 -3.55 -4.69
O -2.63 -1.04 -4.34
O -5.03 -2.18 -3.20
C -0.49 -1.07 -1.17
P -1.91 -0.48 -0.07
P -2.07 -2.07 1.47
O -1.02 -3.20 1.24
O -3.66 -2.71 1.33
O -1.97 -1.37 3.05
C 0.99 -0.45 -1.20
C 1.28 0.81 -0.26
C 0.58 2.20 -0.62
C 0.08 2.46 -2.11
F -1.23 1.79 -2.24
F 0.87 1.93 -3.17
C -0.28 4.04 -2.39
F -1.43 4.12 -3.25
F -0.77 4.52 -1.08
C 0.95 4.97 -2.75
F 0.46 6.35 -2.70
F 2.02 4.95 -1.75
C 1.66 4.81 -4.18
F 2.34 6.09 -4.41
F 2.77 3.86 -4.17
C 0.70 4.63 -5.46
F 0.09 3.34 -5.58
F -0.31 5.69 -5.41
C 1.47 4.88 -6.89
F 1.63 6.27 -7.20
F 2.65 4.10 -7.04
F 0.53 4.38 -7.89
C 2.14 -1.09 -2.12
C 3.66 -0.58 -2.13
Br 3.94 1.35 -2.47
C 4.24 -0.89 -0.60
C 5.20 -2.20 -0.68
Br 5.31 0.70 0.04
C 1.73 -2.34 -3.05
N 2.81 -2.88 -3.87
C 2.42 -4.00 -4.67
Cl 3.68 -4.82 -5.75
H 0.02 -5.13 -9.59
H -0.36 -6.29 -5.31
H 1.44 -6.64 -5.55
H -2.86 -2.89 -1.11
H -2.16 -4.12 -2.30
H -3.29 -0.68 -5.00
H -5.51 -2.62 -3.97
H -1.59 0.68 0.70
H -3.73 -3.53 1.89
H -2.91 -1.26 3.39
H 2.41 1.03 -0.09
H 0.89 0.51 0.81
H 1.30 3.05 -0.26
H -0.36 2.31 0.08
H 4.36 -1.15 -2.83
H 3.34 -1.13 0.09
H 6.02 -2.04 0.14
H 4.64 -3.19 -0.48
H 5.77 -2.30 -1.67
C -3.82 4.57 -1.18
O -5.12 4.00 -1.34
C -5.38 2.98 -0.51
O -4.62 2.53 0.32
O -6.62 2.53 -0.77
C -7.03 1.43 0.05
H -3.72 5.39 -1.90
H -3.70 4.98 -0.17
H -3.05 3.83 -1.39
H -7.04 1.72 1.10
H -6.37 0.57 -0.11
H -8.04 1.15 -0.25
C 0.12 2.98 8.23
O -0.54 1.74 8.03
C -0.14 1.08 6.92
O 0.70 1.45 6.14
O -0.84 -0.07 6.85
C -0.52 -0.88 5.72
H -0.28 3.43 9.15
H 1.20 2.83 8.37
H -0.07 3.67 7.40
H 0.53 -1.19 5.75
H -0.74 -0.35 4.79
H -1.14 -1.78 5.76
C 2.15 -0.33 8.23
O 3.06 -1.13 8.98
C 2.73 -2.44 9.02
O 1.78 -2.95 8.49
O 3.66 -3.08 9.76
C 3.45 -4.48 9.88
H 2.51 0.70 8.27
H 2.13 -0.64 7.19
H 1.15 -0.36 8.67
H 3.47 -4.97 8.90
H 2.50 -4.68 10.38
H 4.25 -4.89 10.49
```

## Properties
**HOMO level**: -8.708 eV
**Multiplicity**: 1
**LUMO level**: -1.66 eV

Results of the Mulliken charge analysis, in e, for atoms 1 through 6: -0.40 -0.04 -0.63 0.32 -0.22 0.39

---

[2]
Molecular formula: C32H37Cl2N9
Method: DFT, ωB97M-V/def2-TZVPD

```
80
C32H37Cl2N9 (ωB97M-V/def2-TZVPD)
N 5.99 -0.31 0.84
C 5.33 0.35 0.15
C 4.28 1.21 -0.39
C 2.93 0.83 0.21
Cl 1.77 2.04 -0.44
Cl 2.91 0.93 1.97
C 2.53 -0.48 -0.27
N 2.51 -1.59 -0.56
H 4.22 0.96 -1.44
H 4.51 2.25 -0.27
C 6.32 0.20 6.24
C 5.14 0.74 5.67
C 5.27 0.68 4.31
N 6.48 0.12 4.03
C 7.13 -0.18 5.19
H 6.55 0.09 7.28
H 4.29 1.13 6.21
H 4.60 0.98 3.52
H 6.84 -0.05 3.10
H 8.11 -0.64 5.18
C -3.23 1.61 1.26
C -2.02 1.94 0.59
C -1.01 1.27 1.23
N -1.56 0.56 2.26
C -2.91 0.76 2.29
H -4.21 1.97 1.02
H -1.91 2.58 -0.27
H 0.05 1.23 1.03
H -1.05 -0.02 2.90
H -3.53 0.29 3.03
C -7.44 1.08 -1.69
C -7.42 2.35 -2.31
C -6.97 3.25 -1.39
N -6.71 2.57 -0.23
C -6.99 1.24 -0.40
H -7.74 0.14 -2.13
H -7.71 2.58 -3.32
H -6.81 4.31 -1.45
H -6.37 2.98 0.62
H -6.85 0.53 0.39
C 6.01 -4.09 -4.09
C 6.92 -3.93 -3.01
C 6.19 -3.60 -1.90
N 4.87 -3.56 -2.26
C 4.75 -3.86 -3.59
H 6.24 -4.35 -5.10
H 7.99 -4.04 -3.05
H 6.49 -3.40 -0.89
H 4.11 -3.34 -1.64
H 3.79 -3.88 -4.06
C 2.34 4.88 1.25
C 2.39 6.16 0.63
C 2.88 7.04 1.56
N 3.11 6.35 2.71
C 2.79 5.03 2.53
H 2.00 3.96 0.80
H 2.11 6.40 -0.38
H 3.07 8.10 1.50
H 3.47 6.75 3.56
H 2.91 4.32 3.33
C -6.12 -4.49 -3.51
C -6.37 -4.23 -2.13
C -7.17 -3.12 -2.07
N -7.41 -2.70 -3.35
C -6.78 -3.53 -4.23
H -5.53 -5.29 -3.92
H -6.01 -4.79 -1.29
H -7.59 -2.59 -1.22
H -7.97 -1.90 -3.60
H -6.85 -3.37 -5.29
C -1.42 -1.87 -1.01
C -1.26 -3.21 -0.57
C -2.40 -3.89 -0.91
N -3.24 -3.00 -1.53
C -2.65 -1.77 -1.60
H -0.71 -1.06 -0.90
H -0.41 -3.63 -0.06
H -2.69 -4.91 -0.77
H -4.16 -3.22 -1.88
H -3.15 -0.94 -2.05
```

## Properties
**HOMO level**: -7.901 eV
**Multiplicity**: 1
**LUMO level**: -0.03 eV

Results of the Mulliken charge analysis, in e, for atoms 1 through 6: -0.43 0.09 -0.57 0.80 -0.16 -0.23

---

[3]
Molecular formula: C32H37F4N3O17S2
Method: DFT, ωB97M-V/def2-TZVPD

```
95
C32H37F4N3O17S2 (ωB97M-V/def2-TZVPD)
C 1.69 0.12 2.52
C 1.37 1.51 1.79
C -0.20 1.50 1.52
O -0.49 0.37 0.70
C -1.59 0.52 -0.17
C -3.01 0.36 0.54
C -3.44 1.56 1.45
C -3.67 2.93 0.75
O -2.90 3.84 1.00
O -2.85 -0.80 1.40
C -3.81 -1.77 1.15
C -3.63 -2.49 -0.25
C -4.76 -2.74 -1.16
C -4.48 -3.45 -2.40
N -3.28 -3.94 -2.82
C -2.25 -3.68 -1.97
C -2.31 -2.99 -0.69
S -3.46 -3.13 2.43
O -3.74 -2.69 3.78
O -2.03 -3.37 2.31
F -4.25 -4.47 2.00
S -5.57 -1.25 1.47
O -6.35 -2.49 1.44
O -5.74 -0.69 2.80
F -6.17 -0.30 0.28
N -1.51 1.66 -1.09
C -0.19 1.86 -1.71
C 0.56 0.56 -2.20
C 1.34 0.79 -3.56
O 0.94 1.53 -4.42
N 2.61 0.12 -3.80
C 2.46 -1.26 -4.14
C 1.19 -1.88 -4.54
C 1.20 -3.31 -4.90
C 2.40 -4.13 -4.88
C 3.67 -3.52 -4.46
C 3.65 -2.11 -4.10
C -2.58 1.71 -2.08
C -2.61 0.54 -3.13
O -3.35 -0.38 -2.91
O -1.84 0.51 -4.30
C -2.41 -0.31 -5.30
C -3.21 0.46 -6.41
O -2.27 -1.49 -5.35
H 1.96 -0.68 1.79
H 0.72 -0.21 3.00
H 2.41 0.25 3.36
H 1.92 1.63 0.82
H 1.61 2.31 2.54
H -0.67 1.38 2.54
H -0.47 2.50 1.09
H -1.55 -0.40 -0.83
H -3.80 0.19 -0.23
H -4.43 1.28 1.92
H -2.77 1.76 2.32
H -4.48 3.17 0.00
H -5.80 -2.43 -0.93
H -5.36 -3.65 -3.07
H -1.25 -4.07 -2.27
H -1.40 -2.86 -0.06
H -0.26 2.61 -2.55
H 0.48 2.35 -0.95
H -0.11 -0.32 -2.40
H 1.34 0.26 -1.45
H 3.29 0.27 -3.04
H 0.26 -1.29 -4.58
H 0.25 -3.80 -5.23
H 2.35 -5.20 -5.19
H 4.62 -4.10 -4.42
H 4.63 -1.67 -3.77
H -3.62 1.79 -1.67
H -2.42 2.66 -2.67
H -2.47 1.14 -6.91
H -3.59 -0.29 -7.14
H -4.05 1.06 -5.96
O 4.05 1.92 3.43
C 4.36 3.07 3.34
O 5.14 3.58 2.35
C 5.16 4.99 2.53
C 4.83 5.13 3.98
F 4.14 6.28 4.22
O 3.98 4.03 4.23
H 4.41 5.45 1.88
H 6.14 5.41 2.27
H 5.70 5.08 4.65
O 6.34 1.72 5.59
C 5.85 0.76 6.08
O 6.19 -0.52 5.77
C 5.47 -1.37 6.66
C 4.31 -0.51 7.05
F 3.90 -0.78 8.31
O 4.85 0.79 7.01
H 6.11 -1.63 7.51
H 5.16 -2.29 6.16
H 3.46 -0.57 6.37
```

## Properties
**Relative energy (zero: lowest compared OMol25 entry of this formula, charge and spin)**: 0.00 kJ/mol
**HOMO level**: -8.334 eV
**Multiplicity**: 1
**LUMO level**: -0.86 eV

Results of the Mulliken charge analysis, in e, for atoms 1 through 6: -0.84 -0.17 -0.69 0.08 0.17 -0.96

---

[4]
Molecular formula: C32H37N11S2Zr
Method: DFT, ωB97M-V/def2-TZVPD

```
83
C32H37N11S2Zr (ωB97M-V/def2-TZVPD)
Zr 0.46 -0.61 -0.51
C 2.64 1.72 -1.26
N 1.54 1.09 -2.05
C 0.71 2.18 -2.59
C 2.20 0.33 -3.12
C 2.61 0.88 -4.32
C 3.37 0.12 -5.20
C 3.76 -1.17 -4.85
C 3.36 -1.72 -3.64
C 2.55 -0.98 -2.79
N 2.06 -1.41 -1.55
C 1.83 -2.72 -1.18
C 1.61 -3.81 -2.05
C 1.24 -5.03 -1.55
C 1.07 -5.23 -0.18
C 1.26 -4.18 0.69
C 1.64 -2.93 0.20
N 1.90 -1.77 1.06
C 3.36 -1.48 1.08
C 1.47 -1.99 2.45
H 3.30 2.27 -1.93
H 3.23 0.95 -0.76
H 2.23 2.41 -0.53
H 1.31 2.88 -3.16
H 0.26 2.73 -1.77
H -0.08 1.78 -3.23
H 2.35 1.89 -4.60
H 3.67 0.54 -6.15
H 4.38 -1.75 -5.52
H 3.68 -2.72 -3.37
H 1.70 -3.66 -3.12
H 1.08 -5.85 -2.24
H 0.78 -6.20 0.20
H 1.15 -4.34 1.75
H 3.89 -2.32 1.53
H 3.56 -0.59 1.67
H 3.72 -1.33 0.06
H 1.51 -1.04 2.98
H 2.15 -2.69 2.96
H 0.47 -2.39 2.48
N -2.91 -0.81 -3.68
C -2.10 -0.57 -2.65
S -0.97 -1.83 -2.21
N -2.23 0.59 -2.04
N -1.36 0.78 -1.02
C -1.59 1.81 -0.27
C -2.76 2.69 -0.44
C -2.60 4.02 -0.83
C -3.71 4.83 -0.98
C -4.98 4.33 -0.74
C -5.14 3.00 -0.35
C -4.04 2.18 -0.21
C -0.61 2.08 0.79
C -0.75 3.16 1.65
C 0.22 3.40 2.61
C 1.31 2.53 2.70
C 1.37 1.47 1.82
N 0.44 1.24 0.88
H -2.85 -1.68 -4.18
H -3.59 -0.12 -3.96
H -1.61 4.41 -1.02
H -3.59 5.86 -1.29
H -5.85 4.97 -0.85
H -6.13 2.61 -0.16
H -4.16 1.14 0.06
H -1.61 3.81 1.55
H 0.14 4.25 3.27
H 2.10 2.69 3.42
H 2.21 0.79 1.85
C -2.10 -0.87 6.22
C -2.02 -1.52 4.89
N -2.13 -2.78 4.65
N -2.00 -2.88 3.30
C -1.82 -1.72 2.68
S -1.77 -1.50 0.99
N -1.83 -0.82 3.70
N -1.71 0.55 3.53
H -2.29 -1.62 6.97
H -2.90 -0.13 6.25
H -1.16 -0.37 6.47
H -2.10 -3.78 2.85
H -1.12 0.93 4.26
H -2.63 0.98 3.59
```

## Properties
**Charge**: +2
**Relative energy (zero: lowest compared OMol25 entry of this formula, charge and spin)**: 43.13 kJ/mol
**HOMO level**: -12.588 eV
**Multiplicity**: 1
**LUMO level**: -6.12 eV

Results of the Mulliken charge analysis, in e, for atoms 1 through 6: 0.21 -1.11 1.59 -1.57 0.67 -0.49

---

[5]
Molecular formula: C32H37N9O3S2SeV
Method: DFT, ωB97M-V/def2-TZVPD

```
85
C32H37N9O3S2SeV (ωB97M-V/def2-TZVPD)
V -0.23 -1.34 0.32
N -1.08 -1.96 -1.67
C -2.32 -1.44 -2.26
C -3.55 -2.15 -1.72
C -4.82 -1.30 -1.85
C -5.50 -0.98 -0.53
N -4.58 -0.31 0.38
H -0.31 -1.49 -2.14
H -0.96 -2.96 -1.85
H -2.27 -1.52 -3.36
H -2.38 -0.38 -2.02
H -3.36 -2.39 -0.67
H -3.70 -3.10 -2.25
H -5.55 -1.79 -2.50
H -4.57 -0.35 -2.33
H -5.84 -1.91 -0.06
H -6.40 -0.39 -0.75
H -4.97 -0.16 1.30
H -4.24 0.58 0.01
S -1.61 -2.59 1.77
C -0.52 -3.86 2.31
C -0.93 -4.65 3.46
N -1.28 -5.23 4.39
C 0.64 -4.15 1.68
S 1.21 -3.29 0.26
C 1.46 -5.25 2.17
N 2.14 -6.11 2.54
O -1.69 0.63 2.74
C -1.54 1.77 1.91
C -1.92 1.38 0.47
O -2.63 2.09 -0.23
O -1.44 0.25 0.21
C -2.44 2.88 2.45
C -2.32 4.19 1.99
C -3.16 5.19 2.46
C -4.13 4.90 3.41
C -4.26 3.60 3.87
C -3.42 2.59 3.40
C -0.06 2.18 1.91
C 0.56 2.66 0.76
C 1.91 3.01 0.79
C 2.63 2.91 1.97
C 2.01 2.43 3.12
C 0.67 2.06 3.09
H -1.67 -0.16 2.17
H -1.57 4.42 1.24
H -3.05 6.19 2.08
H -4.79 5.68 3.78
H -5.02 3.35 4.61
H -3.51 1.58 3.75
H 0.02 2.71 -0.17
H 2.39 3.33 -0.13
H 3.68 3.18 1.99
H 2.58 2.32 4.04
H 0.19 1.66 3.97
N 3.94 0.52 2.69
N 2.67 -0.06 2.66
N 2.09 -0.57 3.73
C 0.95 -1.01 3.22
N 0.88 -0.76 1.89
N 1.99 -0.14 1.56
H 3.91 1.26 1.99
H 4.59 -0.20 2.38
H 0.17 -1.51 3.76
C 5.82 -1.75 -5.53
C 4.69 -1.25 -4.65
C 3.50 -0.79 -5.19
C 2.46 -0.31 -4.39
C 1.20 0.16 -5.06
C 2.60 -0.27 -2.99
Se 1.22 0.46 -1.89
C 3.81 -0.76 -2.44
C 4.01 -0.77 -0.95
C 4.82 -1.23 -3.27
H 5.51 -1.79 -6.58
H 6.14 -2.75 -5.24
H 6.69 -1.09 -5.47
H 3.37 -0.81 -6.27
H 1.29 0.07 -6.15
H 0.98 1.20 -4.80
H 0.34 -0.41 -4.72
H 3.30 -1.44 -0.46
H 3.82 0.22 -0.53
H 5.03 -1.09 -0.72
H 5.74 -1.60 -2.81
```

## Properties
**Charge**: -2
**HOMO level (alpha / beta)**: -1.262 / -0.566 eV
**Multiplicity**: 2
**LUMO level (alpha / beta)**: 4.29 / 4.29 eV

Results of the Mulliken charge analysis, in e, for atoms 1 through 6: 0.16 -0.03 -0.58 0.06 -0.92 -0.81

---

How do the records compare in DFT total energy? In the order shown, they have -10409.83526 -2654.64939 -3880.56129 -2687.01027 -6102.03088 Eh.